## A
Molecular formula: C24H25NO5RhS
Method: DFT, ωB97M-V/def2-TZVPD

XYZ file:
```
57
Properties=species:S:1:pos:R:3:mulliken_charge:R:1
Rh -0.527 0.337 -0.172 0.50
O 0.949 1.015 3.397 -0.60
C 0.626 1.026 2.244 0.42
O -0.252 0.179 1.722 -0.45
C 1.188 2.018 1.260 0.75
C 2.078 3.004 1.627 -0.77
C 2.526 3.881 0.650 -0.25
C 2.067 3.740 -0.652 -0.77
C 1.177 2.723 -0.945 -0.22
N 0.757 1.886 0.001 0.24
H 2.391 3.062 2.660 0.54
H 3.222 4.669 0.900 0.44
H 2.391 4.407 -1.437 0.43
H 0.788 2.570 -1.943 0.53
C -8.199 -0.678 -2.619 -1.57
C -6.825 -0.453 -2.057 0.74
C -5.977 0.508 -2.597 -1.09
C -4.712 0.743 -2.082 0.83
C -3.848 1.788 -2.738 -1.49
C -4.280 -0.036 -0.991 0.91
C -5.116 -1.012 -0.421 0.91
C -4.760 -1.834 0.791 -1.94
C -6.378 -1.193 -0.971 -0.57
C -2.898 0.107 -0.516 0.91
O -2.167 -0.901 -0.236 -0.74
O -2.288 1.248 -0.422 -0.81
H -8.360 -0.096 -3.524 0.38
H -8.960 -0.391 -1.892 0.34
H -8.356 -1.732 -2.854 0.35
H -6.312 1.092 -3.446 0.30
H -4.334 2.158 -3.638 0.42
H -2.873 1.385 -3.023 0.19
H -3.666 2.630 -2.072 0.30
H -3.809 -1.568 1.238 0.28
H -4.722 -2.894 0.531 0.34
H -5.539 -1.716 1.545 0.49
H -7.037 -1.931 -0.525 0.48
C -3.813 -2.794 -3.938 -1.42
C -2.531 -2.768 -3.157 0.60
C -1.511 -1.867 -3.479 -0.78
C -0.364 -1.785 -2.709 -0.55
C -0.243 -2.606 -1.592 0.86
C -1.225 -3.529 -1.272 -0.82
C -2.353 -3.618 -2.071 -0.31
S 1.027 -2.298 -0.400 0.41
C 2.500 -2.788 -1.276 -1.09
O 1.201 -0.750 -0.418 -0.48
H -3.742 -2.192 -4.842 0.38
H -4.628 -2.395 -3.328 0.14
H -4.079 -3.812 -4.220 0.44
H -1.627 -1.218 -4.339 0.39
H 0.410 -1.065 -2.953 0.45
H -1.135 -4.137 -0.380 0.40
H -3.133 -4.324 -1.813 0.47
H 2.546 -2.261 -2.226 0.32
H 2.451 -3.866 -1.426 0.42
H 3.350 -2.533 -0.647 0.43
```

Calculated values
multiplicity: 1
frontier orbital gap: 7.4 eV
LUMO energy: -4.2 eV
E_HOMO: -11.62 eV
charge: +1

***

## B
Molecular formula: C24H25NO5RhS
Method: DFT, ωB97M-V/def2-TZVPD

XYZ file:
```
57
Properties=species:S:1:pos:R:3:mulliken_charge:R:1
Rh -1.564 1.218 -0.233 0.54
O -5.254 1.965 1.024 -0.54
C -4.148 1.558 0.839 0.46
O -3.169 2.251 0.253 -0.69
C -3.712 0.176 1.292 0.47
C -4.481 -0.633 2.099 -0.50
C -3.945 -1.838 2.531 -0.36
C -2.658 -2.184 2.151 -1.04
C -1.948 -1.334 1.322 -0.29
N -2.479 -0.187 0.899 0.26
H -5.468 -0.294 2.380 0.54
H -4.519 -2.492 3.173 0.45
H -2.199 -3.101 2.488 0.52
H -0.939 -1.546 1.002 0.84
C 5.743 4.576 1.099 -1.50
C 4.431 3.926 0.772 0.55
C 3.832 3.037 1.657 -0.91
C 2.618 2.428 1.379 0.60
C 2.035 1.499 2.410 -1.32
C 1.977 2.742 0.163 1.12
C 2.564 3.636 -0.755 0.76
C 1.969 3.996 -2.090 -1.87
C 3.787 4.202 -0.426 -0.62
C 0.660 2.175 -0.123 0.78
O -0.257 2.768 -0.762 -0.72
O 0.335 0.975 0.285 -0.43
H 6.135 4.223 2.051 0.36
H 5.631 5.659 1.157 0.34
H 6.483 4.367 0.326 0.35
H 4.321 2.818 2.598 0.29
H 2.620 1.563 3.326 0.42
H 2.048 0.464 2.068 0.19
H 1.002 1.751 2.652 0.26
H 1.241 3.277 -2.450 0.25
H 2.768 4.083 -2.826 0.45
H 1.465 4.962 -2.033 0.35
H 4.251 4.879 -1.134 0.48
C -1.822 -6.207 0.061 -1.46
C -1.425 -4.878 -0.514 0.87
C -2.370 -4.052 -1.126 -1.00
C -2.011 -2.823 -1.649 -0.39
C -0.686 -2.417 -1.556 0.45
C 0.275 -3.213 -0.948 -0.57
C -0.103 -4.444 -0.436 -0.56
S -0.183 -0.845 -2.194 0.51
C -0.364 -1.122 -3.949 -1.16
O -1.368 0.118 -1.923 -0.61
H -2.833 -6.481 -0.232 0.38
H -1.781 -6.182 1.152 0.30
H -1.143 -6.992 -0.270 0.39
H -3.399 -4.379 -1.193 0.36
H -2.751 -2.177 -2.107 0.50
H 1.301 -2.875 -0.871 0.44
H 0.642 -5.076 0.032 0.44
H -1.365 -1.496 -4.156 0.36
H 0.392 -1.851 -4.237 0.43
H -0.187 -0.173 -4.451 0.43
```

Calculated values
multiplicity: 1
frontier orbital gap: 6.8 eV
LUMO energy: -4.6 eV
E_HOMO: -11.43 eV
charge: +1

***

Most stable = A

***

## A
Molecular formula: C4H10IN2S
Method: DFT, ωB97M-V/def2-TZVPD

XYZ file:
```
18
Properties=species:S:1:pos:R:3:mulliken_charge:R:1
C -0.885 -0.840 -1.484 -1.64
C 0.243 -0.038 -1.009 0.00
C 0.148 0.907 0.117 -0.09
N -1.068 0.833 1.006 -0.16
S 0.892 2.574 -0.177 -0.13
C 1.052 -0.311 0.185 -0.12
N 0.512 -1.382 0.996 -0.56
I 3.146 -0.529 0.010 0.21
H -1.498 -0.236 -2.215 0.38
H -1.617 -1.087 -0.726 0.36
H -0.533 -1.756 -1.984 0.37
H 0.714 0.349 -1.854 0.61
H -0.885 1.392 1.807 0.35
H -1.928 1.283 0.652 0.36
H -1.389 -0.059 1.307 0.39
H 1.630 2.650 0.978 0.19
H 0.919 -1.526 1.877 0.25
H 0.545 -2.225 0.515 0.24
```

Calculated values
multiplicity: 1
frontier orbital gap: 9.4 eV
LUMO energy: -3.5 eV
E_HOMO: -12.88 eV
charge: +1
structure (SMILES): C[C@H]1[C@]([NH3+])(S)[C@]1(N)I

***

## B
Molecular formula: C4H10IN2S
Method: DFT, ωB97M-V/def2-TZVPD

XYZ file:
```
18
Properties=species:S:1:pos:R:3:mulliken_charge:R:1
C 1.044 1.020 0.526 0.04
C -0.204 -1.464 0.546 0.38
C 0.048 0.135 0.205 0.23
C 0.948 2.412 0.087 -1.14
N -0.949 -2.185 -0.317 -0.25
N -0.829 0.597 -0.813 -0.52
S 0.363 -2.129 2.087 -0.14
I -2.692 -4.798 -1.720 -0.03
H 1.883 0.793 1.211 0.30
H -0.134 2.470 -0.203 0.19
H 1.394 2.415 -0.924 0.36
H 1.293 3.086 0.853 0.38
H -1.139 -3.183 -0.062 0.14
H -1.119 -1.857 -1.281 0.30
H -1.690 0.179 -0.711 0.24
H -3.770 -4.282 -2.664 0.12
H -0.792 1.578 -1.061 0.18
H 0.751 -1.014 2.759 0.22
```

Calculated values
multiplicity: 1
frontier orbital gap: 7.7 eV
LUMO energy: -4.9 eV
E_HOMO: -12.57 eV
charge: +1

***

Most stable = A

***

## A
Molecular formula: C5H13O
Method: DFT, ωB97M-V/def2-TZVPD

XYZ file:
```
19
Properties=species:S:1:pos:R:3:mulliken_charge:R:1
C -0.709 -0.281 2.349 -1.03
C 1.651 -0.807 -1.217 -1.02
C -0.884 1.252 -1.185 -0.99
C -1.232 -0.515 0.955 0.12
C 1.235 0.428 -0.441 -0.29
O -0.159 0.667 -0.134 -0.19
H -1.142 0.705 2.767 0.30
H 0.307 -0.093 2.460 0.34
H -1.027 -1.097 3.036 0.35
H 1.506 -1.660 -0.634 0.33
H 2.747 -0.688 -1.561 0.36
H 1.113 -0.720 -2.229 0.30
H -0.387 2.079 -1.758 0.36
H -1.002 0.483 -1.870 0.49
H -1.865 1.652 -1.008 0.34
H -0.876 -1.482 0.535 0.27
H -2.307 -0.073 0.714 0.31
H 1.744 0.379 0.586 0.24
H 1.341 1.427 -0.899 0.40
```

Calculated values
multiplicity: 1
frontier orbital gap: 10.8 eV
LUMO energy: -4.8 eV
E_HOMO: -15.54 eV
charge: +1

***

## B
Molecular formula: C5H13O
Method: DFT, ωB97M-V/def2-TZVPD

XYZ file:
```
19
Properties=species:S:1:pos:R:3:mulliken_charge:R:1
C -1.023 1.141 -0.611 -1.19
C -1.600 -0.920 0.674 -1.54
C 1.094 -1.043 -0.899 -0.79
C 1.815 0.465 0.809 -0.79
C -0.689 0.240 0.460 0.69
O 0.729 -0.375 0.279 -0.08
H -1.018 0.773 -1.707 0.31
H -0.385 2.151 -0.577 0.33
H -2.137 1.516 -0.429 0.38
H -2.209 -1.201 -0.168 0.37
H -2.275 -0.707 1.548 0.39
H -1.118 -1.727 1.077 0.49
H 1.959 -1.580 -0.666 0.38
H 0.324 -1.588 -1.252 0.39
H 1.319 -0.363 -1.735 0.36
H 1.736 0.689 1.862 0.31
H 2.624 -0.148 0.718 0.39
H 1.822 1.371 0.252 0.37
H -0.616 0.813 1.489 0.23
```

Calculated values
multiplicity: 1
frontier orbital gap: 13.6 eV
LUMO energy: -2.8 eV
E_HOMO: -16.44 eV
charge: +1

***

Most stable = B

***

## A
Molecular formula: C10H16
Method: DFT, ωB97M-V/def2-TZVPD

XYZ file:
```
26
Properties=species:S:1:pos:R:3:mulliken_charge:R:1
C 2.855 0.059 -1.396 -0.26
C 2.911 -0.553 -2.794 -0.96
H 3.404 0.980 -1.313 0.35
H 1.824 0.270 -1.126 -0.25
H 3.021 -0.732 -0.624 0.27
H 3.466 0.098 -3.521 0.31
H 1.957 -0.410 -3.331 0.30
H 3.227 -1.578 -2.806 0.29
C -1.151 1.766 0.666 -0.62
C -0.592 2.452 1.899 -0.98
C -1.186 0.300 0.690 1.00
C -1.799 -0.338 1.835 -0.40
C -0.687 -0.566 -0.350 -0.36
C -2.120 -1.674 1.721 -0.51
C -1.030 -1.882 -0.390 -0.52
C -1.753 -2.506 0.623 -0.39
H -2.139 2.339 0.521 0.29
H -0.769 2.014 -0.328 0.40
H -0.999 1.907 2.760 0.27
H -2.169 0.301 2.632 0.38
H -0.272 -0.113 -1.238 0.54
H -2.876 -2.051 2.418 0.36
H -0.612 -2.462 -1.208 0.40
H -1.861 -3.578 0.530 0.42
H -1.140 3.375 2.137 0.36
H 0.489 2.581 1.992 0.31
```

Calculated values
multiplicity: 2
frontier orbital gap (alpha / beta): 9.5 / 5.8 eV
LUMO energy (alpha / beta): -4.4 / -8.2 eV
E_HOMO (alpha / beta): -13.95 / -13.95 eV
charge: +1
⟨S²⟩: 0.77

***

## B
Molecular formula: C10H16
Method: DFT, ωB97M-V/def2-TZVPD

XYZ file:
```
26
Properties=species:S:1:pos:R:3:mulliken_charge:R:1
C -1.498 -0.057 -2.208 0.10
C -1.294 1.379 -2.393 -1.33
C -1.109 -0.340 -0.858 0.57
C -1.710 -1.533 -0.361 -0.27
C -0.226 0.212 0.119 -0.34
C -1.554 -2.159 0.867 -0.54
C -0.081 -0.263 1.420 -0.37
C -0.633 -1.564 1.750 -0.30
H -2.424 -0.305 -2.756 0.38
H -0.656 -0.596 -2.744 0.27
H -2.177 1.969 -2.241 0.37
H -2.608 -1.947 -0.831 0.30
H 0.134 1.144 -0.247 0.26
H -2.105 -3.124 1.038 0.38
H 0.542 0.366 2.038 0.44
H -0.164 -2.016 2.672 0.38
H -1.036 1.798 -3.359 0.39
H -0.494 1.935 -1.811 0.27
C 3.015 1.884 1.607 -0.74
C 3.613 1.064 0.439 -0.77
H 2.804 1.125 2.337 0.21
H 3.626 2.721 1.957 0.37
H 2.115 2.443 1.322 0.18
H 4.711 1.069 0.695 0.29
H 3.512 1.576 -0.533 0.25
H 3.085 0.107 0.165 0.24
```

Calculated values
multiplicity: 2
frontier orbital gap (alpha / beta): 10.0 / 6.3 eV
LUMO energy (alpha / beta): -4.4 / -8.1 eV
E_HOMO (alpha / beta): -14.38 / -14.38 eV
charge: +1
⟨S²⟩: 0.77

***

## C
Molecular formula: C10H16
Method: DFT, ωB97M-V/def2-TZVPD

XYZ file:
```
26
Properties=species:S:1:pos:R:3:mulliken_charge:R:1
C -2.209 0.616 0.627 -1.18
C -0.006 1.432 1.505 -0.29
C -1.021 0.468 1.493 0.97
C 1.286 1.002 1.915 -0.34
C 1.653 -0.298 2.067 -0.14
C -0.671 -0.918 1.757 -0.32
C 0.599 -1.364 2.062 -0.72
H -0.026 2.385 0.893 0.31
H 2.102 1.716 1.968 0.36
H -2.029 1.523 0.100 0.42
H -3.193 0.509 1.082 0.37
H 2.796 -0.585 2.133 0.34
H -1.546 -1.607 1.788 0.37
H 0.842 -2.309 2.167 0.60
H -2.150 -0.149 -0.250 0.25
C 0.277 -0.008 -3.522 -0.31
C -1.091 -0.536 -2.954 -0.60
C 1.401 -0.232 -2.616 -0.80
H 0.602 -0.468 -4.442 0.31
H 0.153 1.089 -3.803 0.26
H -1.238 -0.317 -1.888 -0.32
H -1.055 -1.580 -3.018 0.39
H 1.324 0.188 -1.550 0.12
H 1.695 -1.373 -2.475 0.24
H -1.884 -0.082 -3.476 0.39
H 2.301 0.092 -3.237 0.32
```

Calculated values
multiplicity: 2
frontier orbital gap (alpha / beta): 9.0 / 5.2 eV
LUMO energy (alpha / beta): -4.6 / -8.4 eV
E_HOMO (alpha / beta): -13.55 / -13.55 eV
charge: +1
⟨S²⟩: 0.77

***

Most stable = A